Entry 1:
Below is a structure of composition C26H43CoF3O2P2, with properties calculated with the ωB97M-V functional and the def2-TZVPD basis.

Structure (XYZ):
```
77
Properties=species:S:1:pos:R:3:forces:R:3:mulliken_charge:R:1
Co 0.18698 -0.40208 -0.31753 -0.553 2.694 -1.310 -0.977
C -0.65892 -2.06526 0.44433 -0.204 -0.909 1.269 0.653
C 0.72324 -2.23318 0.05535 -0.281 -1.751 1.279 0.990
C 0.62795 -0.64197 1.74968 1.970 -1.062 0.766 0.717
C -0.69412 -1.08446 1.49564 -0.826 -1.526 0.250 0.814
C 1.52308 -1.33773 0.86357 0.157 -0.050 2.240 0.529
C -1.81572 -2.87980 -0.01117 -0.544 -0.335 -0.230 -1.362
H -1.58890 -3.43323 -0.93080 -0.069 0.148 0.250 0.333
H -2.70782 -2.26342 -0.19457 0.247 -0.169 0.026 0.339
H -2.10450 -3.62195 0.74644 0.144 0.184 -0.125 0.340
C -1.83586 -0.67520 2.34442 -0.534 0.424 -0.193 -1.418
H -2.79406 -0.91692 1.88053 0.055 -0.016 0.085 0.425
H -1.80574 0.40750 2.53559 -0.029 -0.206 -0.085 0.188
H -1.79967 -1.17401 3.32597 0.141 0.013 -0.292 0.317
C 0.95685 0.24752 2.88799 0.158 0.653 0.104 -1.359
H 0.93871 -0.30954 3.83813 0.005 0.004 -0.298 0.349
H 0.21662 1.05768 2.97458 0.246 -0.147 -0.082 0.239
H 1.94733 0.69839 2.78324 -0.122 -0.098 0.083 0.404
C 3.00984 -1.30687 0.92808 0.484 0.075 -0.065 -1.520
H 3.37778 -1.90134 1.77483 -0.157 0.057 -0.152 0.326
H 3.39460 -0.29070 1.07564 -0.092 -0.184 -0.021 0.369
H 3.46723 -1.71560 0.01966 -0.091 0.081 0.209 0.396
C 1.26796 -3.29496 -0.82421 0.147 -0.209 -0.568 -1.649
H 1.59476 -4.16204 -0.22550 -0.114 0.320 -0.089 0.301
H 2.14448 -2.94357 -1.38631 -0.213 -0.134 0.107 0.422
H 0.51671 -3.65735 -1.53628 0.212 0.074 0.155 0.397
C -2.11038 0.92157 -6.77016 -0.287 -0.397 0.186 -0.309
C -1.99211 -0.40792 -6.85490 -0.369 0.505 -0.277 -0.536
C -1.08359 -1.14137 -7.79732 0.423 -0.334 0.024 -0.710
C 0.27912 -0.47770 -8.12489 -0.016 -0.468 -0.517 -0.964
C 1.01878 0.05048 -6.93126 0.271 0.217 0.381 -0.188
C 0.88952 1.25889 -6.37278 0.377 -0.351 -0.521 -0.561
C -0.00374 2.36116 -6.85997 -0.369 0.307 0.127 -0.526
C -1.33008 1.94238 -7.54411 0.067 0.612 -0.126 -0.944
H -1.60050 -1.34446 -8.75137 0.068 0.025 0.334 0.324
H 0.15165 0.26904 -8.92023 0.184 -0.178 0.387 0.359
H -0.86361 -2.12465 -7.35584 -0.128 0.128 -0.124 0.314
H -1.14112 1.65127 -8.58412 -0.198 -0.029 0.364 0.359
H -2.87307 1.34861 -6.11011 0.206 -0.272 -0.029 0.442
H -2.67971 -1.04599 -6.29069 0.150 0.271 -0.039 0.671
H -1.94933 2.85421 -7.59110 0.235 -0.294 -0.128 0.409
H -0.27115 2.98738 -5.99358 0.138 -0.045 -0.188 0.270
H 1.55485 1.53494 -5.54732 -0.115 -0.173 -0.211 0.599
H 0.54862 3.01846 -7.55428 -0.101 -0.167 0.280 0.360
H 0.90511 -1.27759 -8.55890 -0.238 0.367 0.014 0.392
H 1.76043 -0.64641 -6.52440 -0.214 0.285 0.078 0.377
P -0.99712 -0.01544 -2.08944 -1.833 0.465 -2.536 0.912
P 1.37234 1.25561 -1.09498 1.328 2.428 -0.158 0.656
C -0.37759 1.32904 -3.19172 -0.095 -0.360 -0.069 -0.130
C 0.47440 2.26399 -2.33810 0.278 0.162 0.297 -1.027
H -1.25424 1.83036 -3.63035 0.323 -0.103 0.084 0.782
H 0.19387 0.88956 -4.02575 -0.219 0.040 0.347 -0.380
H 1.21695 2.82477 -2.92234 -0.283 -0.017 0.055 0.665
H -0.14314 2.97686 -1.76890 0.174 -0.167 -0.085 0.390
C 1.93681 2.40153 0.18042 0.469 0.338 -0.061 -0.891
H 2.56867 1.86546 0.90601 -0.153 0.267 -0.277 0.306
H 1.04118 2.80119 0.69213 0.258 -0.202 -0.254 -0.043
H 2.51000 3.21561 -0.29209 -0.100 -0.197 0.310 0.512
C 2.80640 0.53050 -1.95206 0.141 0.079 -0.122 -1.346
H 3.21144 1.26093 -2.66220 0.059 -0.225 0.097 0.479
H 2.51174 -0.38101 -2.48794 0.071 0.217 -0.019 0.301
H 3.57308 0.25872 -1.21716 -0.160 0.142 -0.222 0.411
C -2.60417 0.61052 -1.53790 -0.353 -0.071 -0.055 -1.314
H -3.11287 -0.17282 -0.95959 0.021 0.285 -0.131 0.357
H -3.20876 0.87694 -2.41847 0.066 -0.033 0.356 0.491
H -2.45058 1.49133 -0.88907 -0.007 -0.263 -0.218 0.259
C -1.20666 -1.46836 -3.15652 -0.350 -0.174 -0.271 -1.050
H -0.25360 -2.01341 -3.22062 -0.251 0.198 -0.058 0.334
H -1.51670 -1.15908 -4.16567 0.060 -0.147 0.240 0.036
H -1.96062 -2.13762 -2.72131 0.176 0.168 -0.203 0.418
F -1.17070 4.79532 3.65437 -0.786 -0.887 -0.525 -0.275
C -1.89557 3.80318 3.04813 -0.086 0.168 0.422 0.833
F -1.67170 2.66893 3.78243 -0.074 0.393 -0.329 -0.228
F -3.22405 4.09101 3.18475 1.249 -0.188 -0.014 -0.271
C -1.50185 3.67056 1.52336 -0.625 1.359 -0.217 0.123
O -1.79748 4.70890 0.91329 0.563 -1.394 0.190 -0.681
O -0.96700 2.59095 1.13583 -0.082 -0.217 0.100 -0.332
```
Forces are in eV/Å.

The value obtained for the molar mass is 565.50 Da. As for the spin multiplicity: 5. For the largest force on an atom, the calculation gives 0.062 hartree/bohr. As for the charge: +1. The energy above the lowest of the compared OMol25 structures with the same formula, charge and spin comes out at 0.00 kcal per mole.

Entry 2:
Below is the molecule H4N2O2S, with properties calculated with the ωB97M-V functional and the def2-TZVPD basis.

Structure (XYZ):
```
9
Properties=species:S:1:pos:R:3:forces:R:3:mulliken_charge:R:1
N 0.44457 0.31082 0.25568 -1.565 -0.776 -2.241 -0.503
N 1.61392 0.03998 -0.60865 -1.162 2.068 -0.018 -0.394
O -1.97273 1.11152 0.13935 0.156 -1.801 -0.978 -0.411
O -1.45612 -1.48101 0.40337 -1.247 2.458 -2.060 -0.487
S -1.03386 -0.03972 -0.56453 2.335 -0.878 3.522 0.585
H 2.09829 -0.78617 -0.32198 0.260 -0.225 0.531 0.217
H 2.20571 0.89475 -0.52167 -0.527 -1.320 -0.110 0.234
H -1.30964 1.68135 0.52672 0.617 0.580 0.734 0.396
H -0.59014 -1.73152 0.69172 1.133 -0.105 0.620 0.364
```
Forces are in eV/Å.

The value obtained for the molar mass is 96.11 Da. For the largest force on an atom, the calculation gives 0.084 hartree/bohr. The energy above the lowest of the compared OMol25 structures with the same formula, charge and spin comes out at 78.89 kcal per mole.

Entry 3:
Below is a cluster of 9 separate species, C36H99N9O9 in total, with properties calculated with the ωB97M-V functional and the def2-TZVPD basis.

Structure (XYZ):
```
153
Properties=species:S:1:pos:R:3:forces:R:3:mulliken_charge:R:1
C 6.86487 -1.12677 -0.32555 0.946 0.399 -0.678 -0.938
O 5.61325 -0.85005 0.20714 0.431 0.231 0.387 -0.085
C 4.77206 -1.95543 0.16760 -0.218 -1.081 -0.726 -1.376
C 3.47329 -1.53960 0.77624 -0.532 0.450 0.336 2.920
C 3.61816 -1.14157 2.23954 0.299 -0.091 0.022 -1.562
N 2.43093 -2.54378 0.58296 0.268 0.219 -0.284 -0.457
H 6.81366 -1.32713 -1.40655 -0.129 -0.266 0.110 0.301
H 7.38442 -1.95795 0.16449 -0.196 -0.082 0.061 0.351
H 7.50215 -0.24238 -0.23409 -0.185 0.004 0.219 0.232
H 4.61342 -2.28915 -0.87445 -0.086 0.266 -0.018 0.402
H 5.20381 -2.85388 0.65027 0.065 0.350 0.356 0.627
H 3.19312 -0.62794 0.22752 -0.164 -0.135 0.176 -1.632
H 4.40909 -0.39925 2.36051 -0.188 0.135 0.003 0.218
H 3.90127 -1.99899 2.85734 -0.127 -0.083 -0.054 0.404
H 2.66234 -0.75127 2.59284 0.072 0.086 0.138 0.254
H 2.83091 -3.47226 0.53016 -0.158 -0.061 0.244 0.233
H 1.77614 -2.47074 1.35279 -0.121 -0.415 -0.056 0.221
C -2.19610 -0.11883 -5.44791 0.327 -0.041 -0.103 -0.827
O -0.89927 0.12793 -4.93890 -0.099 0.373 -0.048 -0.412
C -0.76814 -0.21859 -3.58145 -0.930 0.176 0.475 -0.614
C 0.64172 -0.02855 -3.10265 0.852 -1.118 0.508 2.806
C 1.61874 -0.62832 -4.11055 -0.339 0.750 -0.830 -2.187
N 0.75343 -0.77682 -1.84007 -0.138 0.067 0.152 0.137
H -2.94005 -0.06228 -4.64955 -0.105 -0.083 -0.095 0.343
H -2.21262 -1.09813 -5.94049 -0.215 -0.051 0.207 0.260
H -2.42355 0.63147 -6.20480 0.022 0.071 0.039 0.273
H -1.44497 0.38361 -2.94218 0.040 0.009 -0.284 0.508
H -1.06617 -1.26049 -3.38725 0.244 -0.017 -0.256 0.050
H 0.87947 1.02938 -2.94274 -0.083 0.156 -0.217 -1.243
H 1.22840 -1.51174 -4.61513 0.005 -0.334 0.459 0.381
H 2.61423 -0.77516 -3.69414 -0.385 -0.526 -0.016 0.595
H 1.69555 0.09364 -4.93632 0.188 -0.111 0.084 0.418
H 0.44974 -0.24156 -1.02905 0.001 0.001 -0.165 -0.287
H 1.69676 -1.09610 -1.65986 0.001 0.018 -0.039 -0.088
C -6.02446 -4.67282 1.44632 -0.161 0.639 -0.147 -0.937
O -5.71387 -3.30154 1.64550 0.684 -0.288 -0.489 -0.051
C -6.71391 -2.43094 1.17237 -0.765 -0.118 0.827 -0.840
C -6.16134 -1.03168 1.08131 1.182 0.362 -0.477 1.441
C -7.17299 0.06561 0.81571 -0.864 -0.564 0.595 -1.641
N -5.05918 -0.97739 0.08842 -0.123 -0.597 -0.161 -0.591
H -6.84397 -4.96369 2.11275 0.126 -0.229 0.021 0.299
H -5.11244 -5.23198 1.62726 -0.071 -0.149 0.238 0.275
H -6.33552 -4.85233 0.40914 0.007 -0.009 0.050 0.355
H -7.07737 -2.74511 0.18368 -0.095 -0.072 0.062 0.463
H -7.51821 -2.48984 1.92545 -0.326 0.208 -0.432 0.340
H -5.70423 -0.78458 2.04494 0.032 -0.168 -0.006 -0.579
H -6.70204 1.04204 0.85283 0.078 0.042 -0.134 0.399
H -7.91684 0.00598 1.62335 0.095 0.250 -0.083 0.349
H -7.75892 -0.04467 -0.09987 0.336 -0.060 -0.210 0.377
H -5.43502 -1.26449 -0.82027 -0.111 0.412 0.099 0.298
H -4.43349 -1.76338 0.28414 0.055 0.328 0.256 0.150
C -2.00043 -5.48634 -4.87234 0.521 -0.427 -1.072 -0.742
O -2.82948 -4.97716 -3.87739 0.040 0.144 0.498 -0.404
C -2.16423 -4.22497 -2.87532 -0.142 0.839 -0.048 -0.870
C -1.91943 -5.04051 -1.61869 0.038 -1.021 -0.537 0.686
C -3.20910 -5.66688 -1.04464 -0.239 1.422 -0.101 -1.193
N -1.22564 -4.22628 -0.63187 -0.357 -0.029 -0.036 -0.363
H -0.96329 -5.66011 -4.56109 -0.119 0.055 0.273 0.339
H -1.95208 -4.83556 -5.76025 -0.069 0.135 0.244 0.251
H -2.38371 -6.44581 -5.23368 -0.131 0.068 0.223 0.274
H -1.20593 -3.81569 -3.23235 -0.078 -0.216 -0.117 0.401
H -2.77649 -3.33602 -2.66922 -0.085 -0.233 0.176 0.266
H -1.29875 -5.88827 -1.97263 0.019 0.148 0.154 0.113
H -4.07380 -5.36088 -1.64227 0.135 -0.332 -0.254 0.293
H -3.42406 -5.17608 -0.08826 0.241 -0.496 0.189 0.188
H -3.17412 -6.74735 -0.99349 -0.025 -0.089 0.239 0.325
H -0.98358 -4.80944 0.15999 0.241 0.134 -0.001 0.268
H -0.39094 -3.79826 -1.02326 0.037 -0.051 0.174 0.041
C 1.10210 1.92861 0.75765 -0.581 -0.603 0.706 -0.302
O 0.19654 0.84539 0.72363 0.326 -0.711 -0.300 0.570
C -0.47155 0.50927 1.93203 -0.029 0.045 -0.552 -1.519
C -1.42123 -0.62664 1.57708 1.114 -0.047 -0.650 1.210
C -2.33824 -0.93945 2.71724 -1.021 0.204 0.482 -1.768
N -0.59552 -1.82165 1.28433 -0.207 0.715 1.139 -0.476
H 1.64609 1.94643 1.70714 0.076 0.051 0.104 0.542
H 0.56431 2.87351 0.60322 0.255 -2.743 0.894 0.663
H 1.81795 1.84564 -0.06353 0.028 -0.476 0.328 -0.465
H 0.23729 0.13028 2.68338 0.013 0.265 0.029 0.298
H -1.01280 1.39139 2.29657 -0.022 -0.100 0.183 0.293
H -1.91786 -0.29778 0.65255 -0.447 -0.057 0.317 0.175
H -2.67948 -1.97376 2.66023 0.104 -0.053 0.174 0.394
H -3.25065 -0.33261 2.74166 0.138 0.107 -0.306 0.227
H -1.85937 -0.74264 3.68001 0.182 -0.384 -0.019 0.390
H 0.11781 -1.58558 0.61129 -0.256 -0.304 -0.499 0.078
H -1.20112 -2.57192 0.98247 0.250 -0.027 -0.524 0.111
C 3.60898 3.66510 -4.37285 -0.939 0.285 -0.288 -0.378
O 4.76894 3.27295 -3.68350 -0.522 0.586 -0.060 -0.288
C 5.11250 1.95829 -4.00252 1.508 0.083 0.400 -1.297
C 4.28682 0.88253 -3.34535 -0.955 -0.737 -0.167 0.477
C 4.03801 1.10119 -1.85168 1.112 0.213 -0.466 2.043
N 4.88097 -0.45954 -3.58075 0.416 0.504 -0.041 -0.583
H 3.76825 3.80801 -5.45220 0.237 -0.326 0.081 0.401
H 3.20511 4.60602 -4.00416 0.439 0.022 0.355 0.208
H 2.79568 2.94148 -4.22042 0.095 -0.021 -0.173 -0.083
H 5.19565 1.82971 -5.08949 -0.252 -0.140 -0.058 0.356
H 6.13629 1.86024 -3.60777 -0.054 -0.126 -0.102 0.373
H 3.29041 0.81758 -3.80729 0.623 0.419 0.050 -0.469
H 3.73737 0.16096 -1.40465 -0.345 0.127 0.008 -0.910
H 3.33556 1.91794 -1.69399 -0.060 -0.849 -0.150 -1.686
H 4.97084 1.39951 -1.35607 -0.043 -0.060 0.031 0.504
H 4.98533 -0.60681 -4.58461 -0.238 -0.015 0.090 0.254
H 5.84731 -0.45780 -3.24948 -0.197 0.010 0.170 0.284
C -1.87482 4.81641 -3.23418 0.343 -0.415 -0.040 -0.789
O -1.06012 4.29021 -2.19225 -0.305 0.132 -0.378 -0.327
C 0.32101 4.49213 -2.40576 0.016 0.085 0.405 -1.253
C 1.07557 3.84908 -1.25070 -0.305 0.560 -0.053 2.734
C 0.55471 4.42717 0.05810 -0.559 2.215 -0.067 -2.360
N 2.50219 4.11802 -1.39907 0.142 -0.146 -0.062 -0.076
H -1.90387 4.12261 -4.08700 0.039 0.093 0.079 0.233
H -1.50189 5.78147 -3.59630 -0.032 0.008 0.149 0.321
H -2.88438 4.92937 -2.84754 0.000 0.032 0.065 0.263
H 0.67525 4.01830 -3.33084 -0.136 0.303 -0.138 0.299
H 0.52873 5.57147 -2.37231 0.139 -0.062 -0.451 0.512
H 0.83397 2.78173 -1.30542 0.237 0.313 -0.198 -1.301
H 1.09707 4.11586 0.95163 0.235 1.042 -0.324 0.685
H -0.50378 4.18989 0.19312 0.045 -0.032 0.038 0.446
H 0.57742 5.52496 0.03190 0.167 0.034 -0.265 0.468
H 2.83710 4.72442 -0.66589 -0.051 0.246 0.094 0.364
H 3.07901 3.28916 -1.33220 -0.193 0.472 -0.053 0.006
C -7.89779 0.45891 8.11645 -0.684 0.208 0.388 -0.780
O -7.51115 -0.45227 7.14221 0.406 -0.582 -0.270 -0.298
C -6.11511 -0.53404 7.00720 0.689 0.785 0.412 -0.910
C -5.69698 -1.78680 6.30600 -0.711 -2.117 1.245 0.711
C -6.14811 -1.86571 4.89481 0.542 0.520 -1.980 -1.172
N -6.34391 -2.96104 7.01997 0.239 0.442 0.194 -0.769
H -8.94922 0.26099 8.33651 -0.016 0.216 -0.193 0.256
H -7.77441 1.48539 7.75751 0.011 0.123 0.198 0.298
H -7.37773 0.32063 9.07338 0.280 0.043 -0.163 0.327
H -5.70431 0.34427 6.47900 -0.193 -0.055 -0.069 0.375
H -5.63424 -0.50947 8.00084 -0.185 -0.084 -0.004 0.455
H -4.62919 -1.96949 6.44881 0.225 0.755 -0.483 0.386
H -6.01641 -2.85552 4.45510 -0.310 -0.160 0.286 0.220
H -5.54693 -1.25125 4.20557 0.118 0.163 0.432 0.046
H -7.16419 -1.50275 4.74615 -0.183 -0.343 0.309 0.325
H -6.30225 -2.79486 8.02490 -0.137 0.030 -0.125 0.232
H -5.76291 -3.78332 6.88233 -0.076 0.050 -0.188 0.244
C 4.51626 2.59057 2.35642 1.220 -0.540 0.657 -0.440
O 5.11461 3.81158 1.97153 0.106 -0.103 0.063 -0.395
C 6.34017 3.66784 1.27865 -0.274 -0.239 -0.733 -0.047
C 7.01372 5.01306 1.13255 1.813 0.828 1.326 0.283
C 8.05569 4.95031 0.01066 -0.950 0.020 -0.944 -1.265
N 7.72327 5.47521 2.39007 0.051 -1.092 0.053 -0.737
H 4.00850 2.04856 1.55370 -0.224 0.335 -0.062 -0.150
H 3.91114 2.76628 3.24417 -0.509 0.182 -0.372 0.395
H 5.29530 1.90062 2.73150 -0.038 0.082 -0.215 0.449
H 7.02743 2.94480 1.75294 -0.180 0.250 0.350 0.304
H 6.18863 3.24065 0.27174 -0.359 0.111 0.071 -0.204
H 6.33169 5.84834 0.98366 -0.508 -0.459 -0.560 0.242
H 8.86524 4.24087 0.18667 -0.079 -0.075 0.227 0.359
H 8.49122 5.90586 -0.27827 0.009 0.144 0.503 0.393
H 7.51531 4.63108 -0.89492 0.294 -0.111 0.119 0.266
H 7.26624 5.07792 3.21636 -0.348 0.394 -0.303 0.261
H 8.62778 4.99987 2.43843 -0.036 0.232 -0.275 0.285
```
Forces are in eV/Å.

The value obtained for the molar mass is 802.24 Da. For the largest force on an atom, the calculation gives 0.056 hartree/bohr. The energy above the lowest of the compared OMol25 structures with the same formula, charge and spin comes out at 73.84 kcal per mole.

no.,calculated total energy (Ha)
1,-3531.7053
2,-660.4487
3,-2600.7168